(1)
# C23H34BBr18I2N2O2

A molecular structure, C23H34BBr18I2N2O2 in a non-equilibrium geometry (the ωB97M-V functional and the def2-TZVPD basis, OMol25).

```
82
Properties=species:S:1:pos:R:3:forces:R:3:lowdin_charge:R:1
I 0.904948 2.444425 4.590260 -0.04 0.29 0.05 0.983
I -0.066474 2.362284 1.214853 -0.20 0.03 -0.03 1.132
Br 4.359653 8.580052 -1.445734 0.07 0.07 0.03 0.584
Br 4.868198 -5.738854 -3.111111 0.03 0.01 0.02 0.590
Br -1.741188 4.638564 -3.852019 0.08 -0.03 -0.06 0.587
Br -6.019002 0.171784 -6.700295 0.00 -0.03 0.00 0.577
Br -4.645461 3.010088 -6.306976 0.08 0.02 -0.19 0.520
Br -3.634068 1.168894 -0.516508 0.14 1.05 -0.25 0.817
Br -1.445083 7.787169 -3.864878 -0.01 0.07 -0.05 0.582
Br 8.577634 5.345047 0.537511 0.01 -0.01 0.01 0.586
Br 3.191018 -7.709992 -1.264939 -0.02 0.00 0.03 0.602
Br -4.173125 6.431702 -4.822065 0.02 0.06 0.01 0.585
Br 1.806447 -5.134798 -2.543564 -0.08 0.01 -0.10 0.600
Br -5.137300 2.899463 -2.733549 -0.09 -0.02 0.11 0.596
Br -3.771663 4.323833 -0.236022 0.04 0.06 0.03 0.603
Br -7.752189 2.684725 -5.815099 -0.03 0.00 0.03 0.573
Br 1.544869 7.124432 -1.438835 -0.02 -0.04 0.05 0.543
Br 1.979660 9.738986 -3.204909 -0.02 -0.01 0.03 0.581
Br 5.412274 5.086634 0.427037 -0.07 -0.03 0.04 0.540
Br 7.132440 4.632359 -2.203260 0.00 -0.01 -0.03 0.568
O 1.657558 0.506348 -0.762573 0.19 -0.79 0.22 0.123
O 0.412719 -4.620712 2.063484 -0.07 0.34 -0.02 -0.218
N 0.777815 -0.540691 1.315579 -0.16 0.37 -0.04 -0.086
N -0.625191 -0.461707 -0.868205 0.66 0.67 -0.16 0.212
C -3.988091 -0.936390 1.535106 0.17 -0.09 0.41 -0.347
C 7.002610 5.576221 -0.534064 0.02 0.02 -0.02 -1.669
C -1.898881 -0.523521 3.367337 -0.32 0.05 -0.12 -0.030
C -2.663315 6.326282 -3.646522 -0.05 0.05 0.03 -1.620
C 3.331709 -3.356437 0.675608 -0.06 -0.04 -0.32 -0.173
C 1.667213 -0.407066 4.272990 -0.03 0.06 0.19 -0.151
C 2.629741 -4.657163 1.033302 -0.26 0.01 0.16 -0.190
C -3.710582 2.848836 -1.468232 0.19 -0.03 -0.06 -1.611
C -0.244314 -5.836888 2.364738 -0.07 -0.02 -0.07 -0.085
C -0.260612 -1.591779 1.752687 0.05 -0.12 -0.06 -0.051
C -6.238618 2.076215 -6.833202 0.02 -0.03 0.05 -1.636
C -1.623361 -1.093312 2.121282 -0.29 0.31 0.07 -0.193
C 1.093278 0.724960 3.452274 0.21 -0.32 -0.21 -0.818
C -5.104005 -1.240937 0.577826 0.11 -0.50 -0.07 -0.099
C -3.196049 -0.134984 3.681555 -0.01 -0.15 -0.31 -0.039
C 1.805531 -4.620630 2.326284 0.14 -0.29 0.02 -0.206
C 0.728230 0.689591 2.166525 0.14 0.01 0.35 -0.706
C -2.673690 -1.292852 1.222581 -0.14 -0.12 0.42 -0.064
C 2.152535 -1.196311 1.324784 0.17 -0.01 -0.18 -0.099
C 2.791992 8.160115 -2.471593 0.01 -0.05 -0.05 -1.640
C -4.231031 -0.337009 2.772294 0.30 -0.17 -0.14 -0.027
C 3.145762 -6.505329 -2.759647 0.03 -0.02 -0.01 -1.626
C 2.343626 -2.248877 0.232754 0.37 -0.34 0.42 -0.147
B 0.572307 -0.111281 -0.196336 -0.22 0.32 -0.23 -0.839
H 2.309642 -1.656947 2.286119 -0.24 -0.05 0.20 0.085
H 1.933255 -4.879762 0.225017 -0.01 -0.16 0.04 0.047
H 2.067056 -5.477667 2.948402 -0.06 -0.07 0.09 0.122
H -3.037835 6.363275 -2.633734 0.00 -0.06 0.04 -0.051
H 6.920696 6.627212 -0.768974 -0.02 0.03 -0.01 -0.056
H 1.406545 -2.746084 -0.009307 -0.13 0.12 -0.22 0.109
H -0.371073 -2.282974 0.926323 0.16 -0.01 -0.10 0.116
H -6.070109 -0.987938 1.000207 -0.12 0.10 -0.03 0.087
H 3.966532 -3.005047 1.490701 0.07 0.02 0.08 0.121
H 0.328090 -6.695890 2.012616 0.06 -0.08 -0.01 0.092
H -4.969127 -0.724593 -0.371870 -0.35 -0.29 0.18 -0.015
H 2.680955 -0.644422 3.965674 0.09 -0.07 -0.09 0.087
H -6.427936 2.308523 -7.870408 -0.02 0.01 -0.02 -0.027
H 2.045885 -3.739131 2.926828 -0.04 0.13 0.01 0.109
H -2.466631 -1.781556 0.278935 -0.04 -0.06 -0.02 0.122
H 0.209943 -2.153804 2.550330 -0.06 0.04 0.20 0.112
H 1.739770 -0.109755 5.312383 -0.06 0.01 0.08 0.045
H 1.045261 -1.299179 4.252591 0.03 -0.13 -0.17 0.078
H 1.994328 0.056679 -1.544489 -0.01 0.33 -0.25 0.126
H 2.882508 -0.402875 1.204647 0.00 0.14 0.05 0.149
H -5.096741 -2.304916 0.344026 -0.11 -0.12 0.06 0.091
H 3.106747 7.545547 -3.301523 0.00 -0.02 -0.02 -0.026
H 3.991312 -3.558811 -0.166410 0.14 0.00 0.00 0.105
H -3.409671 0.298142 4.647489 0.01 0.04 0.06 0.112
H -1.128011 -0.387232 4.111252 0.08 -0.05 -0.01 0.096
H -5.243582 -0.063723 3.032200 -0.06 0.07 0.05 0.118
H -1.443444 0.018155 -0.490498 -0.09 -0.64 0.07 -0.028
H -0.548766 -0.166543 -1.835862 -0.18 -0.09 -0.09 0.108
H 2.859478 -7.085918 -3.623878 0.00 0.01 -0.04 -0.028
H 2.769653 -1.793358 -0.654456 -0.24 0.13 -0.18 0.110
H -2.786392 2.945510 -2.019737 -0.02 0.02 0.00 -0.105
H -0.430007 -5.932267 3.435490 0.07 -0.05 0.11 0.092
H -1.200093 -5.830679 1.848970 -0.07 0.05 -0.04 0.090
H 3.325287 -5.493460 1.062435 0.22 0.09 0.03 0.095
```
Forces are in eV/Å.

Computed properties:
Net charge ... +1
E ... -1309113.391 eV
Multiplicity ... 1
E_HOMO ... -11.5 eV

---

(2)
# C23H34BrNO13

5 unconnected molecules or ions with the total composition C23H34BrNO13 in a non-equilibrium geometry (the ωB97M-V functional and the def2-TZVPD basis, OMol25).

```
72
Properties=species:S:1:pos:R:3:forces:R:3:lowdin_charge:R:1
Br 0.191813 2.660514 2.393233 0.87 0.31 -0.64 0.605
O -2.925816 -1.114976 2.500280 0.33 0.08 -0.23 0.030
O 4.105932 -0.726492 2.036311 0.03 0.44 0.45 0.011
O -5.308280 -0.711652 -2.158315 -0.45 -0.21 0.12 0.033
O -0.765635 -2.171598 -3.239024 -0.39 1.81 -0.95 0.050
O 3.836775 0.690037 3.784435 0.19 -0.42 -0.74 0.112
O -7.362711 -1.661048 -2.044540 0.76 0.37 0.06 0.114
O -0.974328 2.887823 -2.168590 0.44 0.78 -0.01 0.103
O -0.788137 -0.730568 1.853847 -0.91 -0.19 0.16 0.097
O 2.532859 -1.598253 -0.546819 2.27 -0.66 -0.41 0.020
O 3.615933 -1.196838 -2.483253 1.81 -0.62 1.96 -0.002
O 0.335730 -0.505488 -2.677686 1.90 0.62 0.67 -0.142
O 4.635234 -2.753098 -0.923742 -4.23 3.02 -2.43 0.103
O -0.075211 4.937039 -1.799321 -0.10 -0.45 -0.18 0.015
N -0.475347 -1.069678 -3.617727 -0.45 -2.70 0.48 -0.031
C -5.393455 -3.057554 -2.013376 0.41 -0.13 0.36 -0.078
C -2.316278 4.621263 -1.158928 -0.23 0.45 -0.14 -0.073
C -0.514424 6.142611 -1.162682 0.17 0.53 0.18 -0.163
C 4.686514 -2.024929 1.853453 0.31 -0.45 -0.30 -0.163
C -2.022753 6.104500 -1.236436 -0.50 0.42 0.08 -0.161
C 2.815271 0.026063 -2.257370 -0.80 -1.54 1.16 -0.133
C -1.083325 4.022392 -1.777687 -0.20 -1.07 0.00 -0.479
C 5.095560 -1.350715 4.076818 0.51 -0.21 -0.14 -0.082
C 1.764387 2.274945 -0.169101 0.40 -0.59 -0.21 -0.234
C -3.964196 -1.197857 -2.254904 0.57 0.23 -0.05 -0.166
C -3.664250 -2.255586 2.951868 -0.48 -0.11 0.19 -0.164
C -2.940511 -3.451138 2.377405 -0.11 -0.65 -0.05 -0.165
C 3.727438 -1.975569 -1.278593 -0.16 0.17 0.32 -0.342
C 1.636734 3.188204 1.142555 1.01 1.18 -1.66 -0.571
C 2.547692 -0.156549 -0.689694 0.44 1.50 0.64 -0.247
C 4.291180 -0.325716 3.323218 -0.60 0.73 0.64 -0.471
C -6.163282 -1.765318 -2.057612 -1.08 -0.01 -0.25 -0.479
C 1.429817 0.722311 0.049544 -0.61 -1.22 -0.37 -0.141
C 1.622019 -0.181939 -3.304668 -0.06 2.10 -1.35 -0.074
C -3.999469 -2.585246 -1.659235 0.45 -0.49 0.16 -0.164
C -1.657232 -1.494616 2.184054 1.03 0.60 -0.06 -0.466
C -1.501525 -2.981434 2.353556 -0.31 -0.40 -0.24 -0.076
C 5.712311 -2.159268 2.954422 0.43 -0.32 0.19 -0.156
H -0.950141 -3.416027 1.519785 0.25 0.19 0.22 0.131
H 3.894257 -2.775438 1.929668 0.01 0.09 -0.05 0.139
H -2.356873 6.494634 -2.203176 0.06 0.00 0.11 0.122
H -5.795938 -3.728414 -1.254474 -0.24 0.00 -0.31 0.127
H -2.506867 6.689318 -0.452523 0.12 -0.01 -0.06 0.121
H 5.138901 -2.088880 0.863327 -0.28 0.16 0.46 0.098
H -0.148497 6.145701 -0.131385 -0.02 -0.03 -0.05 0.122
H -3.898089 -2.524138 -0.570585 0.02 0.05 -0.10 0.101
H 1.149048 2.668372 -1.053395 0.77 -0.52 1.52 0.092
H -3.670697 -1.205425 -3.308818 -0.03 0.00 0.05 0.124
H -0.101051 7.006188 -1.686737 0.16 -0.24 0.00 0.128
H 3.410125 1.001174 -2.323119 -0.72 -1.65 -0.76 0.166
H 4.420730 -1.952901 4.689822 0.01 0.15 0.06 0.134
H 0.377868 0.465901 -0.352989 1.73 0.50 0.65 0.119
H 2.678381 3.267324 1.621531 -1.94 -0.47 -0.11 0.083
H -0.992130 -3.180708 3.299345 0.10 0.05 -0.11 0.135
H 1.428981 0.387572 1.149867 0.15 0.73 -1.66 0.094
H 1.494636 0.801783 -3.904633 0.10 -1.45 0.98 0.141
H 5.856639 -0.874941 4.695153 -0.35 0.05 0.17 0.128
H -3.094461 -4.365294 2.953403 -0.06 0.11 -0.03 0.120
H 2.871340 2.338838 -0.503921 -1.60 0.10 0.62 0.115
H -3.667781 -2.257860 4.046005 0.01 0.02 -0.06 0.129
H 3.502125 0.143489 -0.104455 -1.19 -0.08 -1.32 0.156
H -5.426547 -3.525998 -2.999829 -0.13 -0.02 0.08 0.136
H 1.385709 4.261518 0.790343 0.28 -1.79 0.69 0.052
H 5.921293 -3.196076 3.223539 -0.05 0.07 -0.11 0.120
H -4.693956 -2.190931 2.595509 0.12 0.24 0.06 0.127
H -3.283206 -3.635717 1.354149 0.01 -0.01 0.12 0.102
H -3.293017 -0.534729 -1.705875 -0.21 0.12 -0.12 0.129
H 6.653853 -1.695399 2.642936 -0.08 -0.08 0.00 0.122
H -3.208212 4.357823 -1.727108 0.12 -0.30 0.20 0.132
H 1.823572 -0.996250 -4.086803 0.27 1.10 1.51 0.140
H -3.207077 -3.235018 -2.034716 0.00 0.15 0.01 0.115
H -2.399948 4.275932 -0.125538 -0.02 -0.14 -0.09 0.134
```
Forces are in eV/Å.

Computed properties:
Net charge ... 0
E ... -122547.977 eV
Multiplicity ... 1
Structure (SMILES) ... O=NOC[C@@H]1OC(=O)O[C@@H]1CCCBr.O=C1CCCO1.O=C1CCCO1.O=C1CCCO1.O=C1CCCO1
E_HOMO ... -9.7 eV

---

(3)
# C23H34Cl2ErN3O3

A molecular structure, C23H34Cl2ErN3O3 in a non-equilibrium geometry (the ωB97M-V functional and the def2-TZVPD basis, OMol25).

```
66
Properties=species:S:1:pos:R:3:forces:R:3:lowdin_charge:R:1
Er 0.036839 -0.051305 -0.332566 1.67 1.01 1.94 0.931
Cl 0.441029 1.393521 -2.508094 -0.20 0.06 -0.46 -0.006
Cl -0.437224 -2.474823 0.385536 -0.28 -0.53 0.07 -0.016
O 1.480596 -1.136496 -1.493598 2.41 -0.82 -2.61 -0.295
O -2.171912 0.006748 -0.828198 -1.52 -0.43 -0.17 -0.184
O -0.479915 2.111542 0.390511 -0.85 1.40 -0.71 -0.204
N -0.879698 0.037080 2.349423 -0.59 0.12 0.04 0.007
N -3.035001 -1.939465 -1.641684 0.21 0.40 0.21 -0.182
N -0.885719 4.315413 -0.049212 -0.05 0.53 0.31 -0.163
C 2.470092 0.080393 0.805572 -2.66 0.63 -2.25 -0.309
C -2.506090 0.925383 3.896662 0.31 -0.29 -0.33 -0.024
C -1.985605 -2.079959 -2.658098 0.17 -0.19 0.15 -0.044
C 2.888337 -3.120698 -5.891711 0.03 0.35 0.45 -0.071
C -1.164435 5.336074 -1.057138 -0.28 -0.24 -0.01 -0.030
C 1.879999 -2.878880 -3.698570 0.16 0.30 -0.03 -0.003
C 3.569938 -1.904114 -5.712127 -0.14 -0.23 -0.16 -0.074
C 2.596180 -1.678816 -3.498297 0.21 -0.61 -0.92 -0.170
C 2.427144 -0.905356 -2.277357 -1.83 -0.02 1.05 -0.215
C -1.036475 -0.839200 4.591995 -0.02 0.40 -0.82 -0.012
C 3.535914 -0.913712 0.657587 0.53 -0.47 0.80 -0.169
C -1.896811 0.868708 2.641690 0.26 -0.16 0.28 -0.128
C -0.545831 4.758461 1.301066 0.08 -0.01 -0.20 -0.012
C -3.050467 -0.886942 -0.821620 0.92 -0.11 -0.35 -0.291
C -3.755436 -3.147199 -1.263406 -0.04 -0.04 0.09 -0.045
C -2.079955 0.042680 4.890292 0.22 -0.14 -0.08 -0.278
C 3.428193 -1.183472 -4.526917 -0.32 -0.44 0.49 -0.014
C -2.719128 0.020929 6.244151 -0.16 0.12 0.24 -0.054
C 2.279470 0.975312 1.749393 0.87 0.11 1.72 -0.293
C 3.052738 0.987236 3.055984 0.26 0.26 -0.04 -0.124
C 2.027692 -3.587629 -4.888017 0.03 0.09 0.03 -0.073
C -0.469422 -0.803200 3.311775 -0.12 -0.08 0.16 -0.145
C -0.903728 3.030743 -0.362816 0.71 -1.34 0.24 -0.337
H 4.034080 -0.820929 -0.319796 0.01 -0.03 0.19 0.050
H -2.073611 5.899946 -0.801970 0.22 -0.15 -0.05 0.092
H 4.046871 0.543517 2.916017 -0.18 0.14 0.23 0.051
H -0.670166 -1.548282 5.328402 -0.05 0.10 -0.09 0.115
H -1.668175 -1.094424 -3.025461 -0.17 -0.29 0.13 0.088
H -0.383602 3.877786 1.923034 0.04 0.15 -0.06 0.087
H -3.121032 -3.788420 -0.625694 -0.19 0.26 -0.29 0.088
H -1.960005 0.096610 7.030976 -0.16 0.01 -0.10 0.086
H 2.531864 0.414921 3.835786 0.05 0.09 -0.06 0.058
H -1.272059 2.778615 -1.369421 0.11 0.25 0.30 0.075
H 1.216216 -3.235096 -2.905219 0.27 0.13 -0.26 0.117
H 3.096098 -0.045219 -2.113849 -0.22 -0.13 0.17 0.125
H 1.453126 -4.504490 -5.037665 0.28 0.23 0.04 0.106
H 4.310450 -0.833862 1.444439 0.06 -0.25 -0.32 0.059
H 4.199847 -1.520422 -6.518011 -0.14 -0.12 0.32 0.105
H 0.356660 5.378243 1.281689 -0.08 -0.15 0.02 0.098
H 1.532719 1.771857 1.706641 -0.23 -0.33 -0.15 0.044
H -1.369310 5.356821 1.703497 0.07 -0.07 -0.04 0.093
H -4.651653 -2.855824 -0.703549 0.14 -0.21 -0.15 0.092
H -0.330444 6.047654 -1.146959 -0.15 -0.34 0.08 0.098
H -4.031530 -3.690115 -2.173181 -0.08 0.09 0.25 0.090
H -3.272992 -0.912174 6.411169 0.12 0.18 -0.08 0.088
H 3.033143 -3.714382 -6.798256 -0.09 0.33 0.26 0.106
H -2.396355 -2.683698 -3.477557 0.10 0.26 0.14 0.095
H -2.232764 1.525659 1.836356 0.18 -0.22 0.24 0.099
H -1.309247 4.819909 -2.014033 0.04 0.30 0.18 0.095
H 0.322855 -1.505867 3.031885 -0.24 0.37 0.06 0.095
H 3.944633 -0.238014 -4.357267 -0.07 -0.23 -0.18 0.121
H -3.302207 1.646035 4.080782 0.13 -0.22 -0.02 0.109
H -1.113830 -2.607934 -2.229957 -0.34 0.24 -0.12 0.046
H -3.896449 -0.856257 -0.118122 0.21 0.00 -0.10 0.155
H 3.115726 -1.930318 0.682095 0.15 0.11 0.03 0.074
H -3.417814 0.857408 6.343691 0.09 -0.16 0.11 0.075
H 3.167648 2.011785 3.417299 0.14 -0.01 0.18 0.053
```
Forces are in eV/Å.

Computed properties:
Net charge ... 0
E ... -87685.508 eV
Multiplicity ... 4
E_HOMO (spin up / spin down) ... -5.5 / -5.5 eV
Expectation value of S² ... 3.752

---

Which of these has the highest net charge?
C23H34BBr18I2N2O2

---

Among the records above, which one has the highest multiplicity?
C23H34Cl2ErN3O3

---

Which of these has the lowest E?
C23H34BBr18I2N2O2

---

Among the records above, which one has the highest multiplicity?
C23H34Cl2ErN3O3